{"formula": "C3H4N4O", "method": "the ωB97M-V functional and the def2-TZVPD basis", "elements": ["C", "C", "C", "H", "H", "H", "H", "N", "N", "N", "N", "O"], "positions_angstrom": [[-0.34014, -0.41515, 0.99362], [0.63406, 0.74368, -0.74187], [-0.48466, -0.16434, -1.28205], [-1.31875, -1.08106, 2.43474], [1.53757, 0.36276, 1.17520], [2.04086, 2.02888, -1.15905], [-1.81159, -1.34132, 0.00749], [-0.42438, -0.77108, 2.16166], [0.80589, 0.26556, 0.51599], [1.24716, 1.50493, -1.56216], [-1.05518, -0.74984, -0.13228], [-0.83085, -0.38304, -2.41129]], "forces_ev_per_a": [[1.986, -0.032, -2.645], [0.803, -0.624, -2.240], [-1.527, -0.410, -0.452], [-1.070, -0.985, 0.294], [0.724, 0.700, 0.334], [-0.477, -0.443, -0.025], [-1.581, -1.125, -0.641], [0.433, 0.545, 2.595], [-0.940, 0.031, 0.932], [-0.043, 0.045, 1.164], [1.280, 1.931, -0.036], [0.412, 0.367, 0.720]], "mulliken_charge": [0.319, 0.389, 0.485, 0.238, 0.167, 0.241, 0.120, -0.611, -0.132, -0.625, -0.056, -0.536], "lumo_ha": 0.0122, "fmax_ha_per_bohr": 0.0643, "smiles": "[H]/N=C1\\NC(=O)/C(=N/[H])N1", "orbital_gap_ev": 10.24}